(1)
Molecular formula: C17H52O9
Method: DFT, ωB97M-V/def2-TZVPD

XYZ file:
```
78
Properties=species:S:1:pos:R:3:forces:R:3:mulliken_spin:R:1
O -1.50945 -3.47872 -3.29969 -0.32 -1.61 -0.24 0.21
O 3.31037 -4.09465 -0.31249 -1.50 -0.54 1.26 0.00
O -4.29916 -0.77545 0.60674 -0.44 -1.48 0.03 0.38
O -1.13971 -0.39251 -1.88585 0.94 0.05 0.94 0.10
O -1.50570 1.07314 6.45969 -3.87 2.54 0.44 0.00
O 4.41338 2.28108 -0.32062 0.94 0.83 -1.64 0.00
O -3.72414 1.63853 4.51592 0.30 1.31 -0.41 0.02
O 2.73118 -1.60023 -6.42785 -0.45 -0.24 -1.10 0.00
O -3.03355 1.30708 -2.76754 -0.32 -0.38 2.29 0.00
C 0.80735 -0.82613 -0.53257 -1.14 0.20 0.57 0.01
C -3.07336 2.83559 2.52866 -0.47 -0.73 -0.34 0.00
C -0.21933 0.26790 -0.96428 1.22 -1.14 1.19 -0.01
C -2.58789 1.33090 -4.06373 -1.26 1.19 -2.78 0.00
C 4.35835 -3.20039 -0.36780 1.64 0.68 -1.42 0.00
C 3.22692 -0.88046 -5.35103 0.38 0.66 1.29 0.00
C 4.29172 0.10441 -5.84515 0.00 -0.37 -0.30 0.00
C 3.68695 1.07807 -0.49751 0.10 1.05 2.72 0.00
C -4.22197 -1.45459 -0.61014 -1.36 0.37 0.17 0.12
C -3.28863 2.94577 4.04757 -0.81 -0.48 -1.27 0.00
C 3.67255 -1.81860 -4.23010 1.18 0.14 0.72 0.00
C -1.39970 -3.79912 -1.94437 1.17 1.84 0.57 0.06
C -1.04406 -0.30011 4.58081 0.52 0.32 -0.56 0.00
C -2.11450 3.50925 4.74774 1.02 0.59 1.15 0.00
C 0.69203 1.26612 5.65613 -0.05 -0.30 -0.62 0.00
C -0.53505 0.40309 5.82038 1.55 -3.03 1.05 0.00
C -0.89169 0.96697 0.25829 0.15 0.03 -1.07 0.01
H -1.98224 4.58004 4.59280 -0.24 0.05 -0.46 0.00
H -2.05549 0.43943 -4.39531 0.37 0.21 0.47 0.00
H 0.23025 -1.63144 -0.07810 -0.05 -0.44 -0.32 0.00
H 4.29560 -2.63925 -4.58566 -0.05 -0.05 -0.30 0.00
H 2.67546 1.29881 -0.15654 -0.61 -0.33 -0.93 0.00
H 2.37757 -2.44978 -6.15431 0.02 0.04 0.13 0.00
H 4.98465 -3.15667 0.52323 -0.35 -0.74 0.19 0.00
H 4.04550 0.44920 0.31739 0.12 -1.08 -0.52 0.00
H -1.17057 3.04545 4.46141 -0.07 -0.17 -0.08 0.00
H 1.57128 0.62583 5.58508 0.19 0.34 0.00 0.00
H 0.75724 1.99881 6.46050 0.21 -0.28 0.11 0.00
H -4.54263 -2.49555 -0.65113 0.58 -0.08 1.15 0.00
H -4.28249 0.17034 0.44308 0.10 0.59 -0.04 -0.01
H 4.60769 0.78453 -5.05414 0.25 -0.33 0.18 0.00
H 3.81742 0.67073 -1.50008 -0.10 0.22 0.23 0.00
H 4.30366 -1.31226 -3.49974 0.29 0.43 -0.17 0.00
H -3.51689 2.12574 -2.63421 -0.03 0.01 0.27 0.00
H -2.18628 3.42734 5.83229 -0.14 -0.25 -0.02 0.00
H -4.13735 3.62703 4.10794 -0.14 -0.08 0.65 0.00
H 4.96545 -3.51552 -1.21645 0.71 0.21 0.08 0.00
H -4.89182 -1.01471 -1.34900 0.29 0.72 -0.42 0.03
H 2.48567 -0.20879 -4.91801 -0.74 -0.06 0.04 0.00
H -2.59909 1.88857 2.27111 0.30 -0.07 0.22 0.00
H -1.80225 -1.05859 4.77563 -0.47 0.57 0.18 0.00
H -2.13600 2.29841 -4.28238 1.00 -0.35 -0.11 0.00
H -1.48660 1.11515 7.41858 0.47 -0.32 -0.16 0.00
H 1.43856 -1.18592 -1.34511 -0.19 0.03 -0.05 0.00
H -3.48013 1.38291 -4.68767 -0.06 -0.39 -0.57 0.00
H -1.38043 -4.79982 -1.51272 -0.51 -0.36 -1.27 0.00
H -1.59250 1.69180 -0.15594 -0.35 -0.07 0.22 0.00
H -2.14965 -3.18424 -1.44678 -0.81 0.14 0.69 0.03
H 0.55916 1.83535 4.73612 0.34 0.08 -0.16 0.00
H -1.10427 -2.61799 -3.42837 0.08 0.34 0.06 0.00
H -1.33188 0.46849 3.86351 -0.35 -0.33 -0.39 0.00
H -1.35875 0.32395 1.00427 -0.10 -0.27 -0.30 0.00
H -0.15724 1.57060 0.79149 0.24 -0.13 -0.08 0.00
H -0.40628 -0.45921 6.47457 1.37 -0.29 0.22 0.00
H 2.79926 -4.13515 -1.12412 0.35 0.22 -0.10 0.00
H 5.12041 -0.42833 -6.31157 0.23 0.07 0.26 0.00
H 1.44163 -0.53770 0.30564 0.08 0.50 -0.24 0.00
H 4.15601 -2.14655 -0.55901 -0.86 0.20 -0.05 0.00
H -4.07800 2.75876 2.11286 -0.05 0.11 -0.36 0.00
H -0.49759 -3.29949 -1.59129 0.31 -0.07 0.38 0.02
H 2.94019 -2.24234 -3.54294 -0.81 -0.07 -0.59 0.00
H -3.19304 -1.25303 -0.90807 1.21 -0.12 -1.01 0.02
H -1.54932 0.27468 -2.44145 -0.30 0.35 0.28 0.00
H 0.40158 1.03079 -1.43394 -0.50 0.22 -0.69 0.01
H 4.34921 2.72869 0.52621 -0.42 -0.61 0.12 0.00
H -2.53290 3.62515 2.00655 -0.05 0.29 0.40 0.00
H 3.89466 0.76681 -6.61435 -0.32 -0.22 -0.10 0.00
H -0.24391 -0.90933 4.16045 0.36 0.32 -0.15 0.00
H -2.97571 1.29146 5.00683 0.05 -0.23 0.51 0.00
```
Forces are in eV/Å.

Its expectation value of S² is 0.756. Its energy above the lowest of the compared OMol25 structures with the same formula, charge and spin is 303.2 kJ/mol. As for the total charge: +1. The lowest unoccupied orbital energy (spin up / spin down) comes out at -2.588 / -9.544 eV. The value obtained for the molar mass is 400.6 g/mol. The gap between HOMO and LUMO (spin up / spin down) is 9.5112 / 2.4151 eV. Its spin multiplicity is 2.


(2)
Molecular formula: C17H54N6O17
Method: DFT, ωB97M-V/def2-TZVPD

XYZ file:
```
94
Properties=species:S:1:pos:R:3:forces:R:3:mulliken_charge:R:1
O -0.11740 2.86759 -3.24752 0.84 -0.22 -0.09 -0.63
O -2.88952 -3.44103 3.55821 0.39 -2.45 -2.45 -0.66
O -1.38501 5.67226 -0.40570 -0.14 -0.03 -0.19 -0.50
O 3.27012 -1.48048 -0.34424 -0.50 1.21 -1.95 -0.45
O -3.85538 0.23111 -3.43737 -0.26 0.10 0.73 -0.57
O 4.19185 -4.40617 -0.07757 0.03 -0.97 2.40 -0.56
O -0.78417 0.41796 1.58259 -1.13 2.18 2.70 -0.56
O 1.00753 -1.91014 -2.05301 -3.22 -1.31 1.21 -0.05
O -1.42995 -3.60336 -2.84140 0.26 0.19 0.31 -0.58
O 3.30540 -1.86486 2.13545 0.99 -3.52 -2.98 -0.57
O -0.61234 4.29574 2.12033 0.76 0.60 0.74 -0.55
O 1.80695 3.72398 6.68556 0.17 0.30 -0.05 -0.53
O -2.16230 0.81050 -5.91521 0.26 -0.60 -0.71 -0.58
O 2.82549 0.23661 -2.93911 0.92 -0.62 0.03 -0.64
O 3.66955 1.32809 3.56706 -0.40 2.08 2.89 -0.56
O 0.74076 1.91001 3.65027 0.93 0.54 1.18 -0.21
O -3.23194 -4.57403 0.32087 0.56 -0.17 -1.70 -0.52
N -3.35011 -2.70974 5.52355 -0.55 0.40 2.52 -0.44
N -0.84621 0.52375 -0.70147 -1.94 3.24 -2.16 0.27
N 0.05396 -1.09600 0.28304 1.96 -4.76 0.64 0.15
N -2.48920 -1.30749 3.96746 0.23 2.19 0.98 -0.24
N -1.22872 4.77383 -3.69182 0.71 2.48 -0.72 -0.50
N -2.29365 2.95502 -3.24282 -5.40 -2.70 0.55 -0.18
C -2.03093 4.58057 0.20443 0.35 -1.28 -0.06 -0.64
C -2.88685 -2.51189 4.31733 0.20 -0.67 -2.06 0.63
C -1.04944 3.66323 0.94098 -1.47 0.19 0.67 -0.07
C -1.15863 3.48424 -3.43913 4.14 -0.22 0.78 0.66
C 2.94293 -0.79221 2.84066 -1.04 0.40 3.06 -0.28
C -2.45136 -3.79561 -1.91058 -2.46 -0.70 0.60 -0.31
C 1.90515 2.82945 5.60994 -1.47 -1.48 -0.74 -0.72
C 1.17354 -1.61383 -3.40134 2.67 1.19 0.23 -0.45
C 1.54547 -0.11209 -3.41672 0.40 -0.22 -0.69 0.03
C -3.27825 -0.72543 -4.31378 1.99 1.18 -0.26 -0.19
C -0.60297 -0.00823 0.47943 0.96 -0.58 -0.18 0.53
C -2.17772 -4.63273 -0.67713 0.65 -0.57 0.30 -0.48
C 4.34437 -2.12516 -0.96925 -0.57 -2.12 0.02 -0.59
C -1.90717 -0.16821 -4.90664 -2.06 0.48 0.97 0.40
C 0.53774 2.58606 4.92688 -0.64 0.48 -1.04 -0.03
C 3.94725 -3.64102 -1.20065 2.15 0.71 -0.82 -0.31
C 3.73557 0.43128 2.59002 1.24 -0.48 -2.83 -0.26
H -0.84669 1.53309 -0.73781 -0.45 -0.26 -0.55 -0.15
H 3.95926 -2.39189 2.60053 -0.04 0.02 -0.19 0.30
H 0.29238 4.60910 2.05050 0.06 -0.05 -0.14 0.31
H -1.61814 2.81991 1.33277 -0.09 -0.35 -0.45 0.17
H 2.56929 3.21799 4.83789 0.15 -0.26 0.03 0.39
H 2.33890 4.46698 6.39132 -0.14 0.29 0.52 0.35
H -0.31923 5.20225 -3.59497 -0.41 0.56 -0.64 0.26
H 4.71901 -1.70332 -1.90188 -0.89 0.55 -0.12 0.48
H -2.11516 -5.64088 -1.08679 0.07 -0.40 0.71 0.29
H 0.89968 0.41690 -2.71585 -0.95 -0.05 -0.83 0.08
H 0.43080 -1.60596 1.06919 -0.38 -0.06 -0.14 0.11
H 1.78144 -1.81663 -1.49273 1.18 0.27 -0.11 -0.10
H 4.80155 0.27971 2.42029 0.14 -0.81 0.00 0.36
H -0.23183 3.27700 0.33235 0.04 0.30 -0.23 0.36
H 0.36271 -1.77731 -4.11122 -0.58 -0.33 0.90 0.14
H 3.40224 0.86734 1.64830 -0.27 0.02 -0.51 0.10
H -3.50147 -1.90071 6.10892 -0.43 -0.88 0.48 0.17
H -3.70144 -3.65470 5.58456 -0.33 0.48 0.87 0.27
H 2.74489 1.40354 3.81387 -0.41 0.41 0.03 0.16
H -1.42343 0.43158 -4.13571 0.45 -0.65 0.53 -0.26
H 2.92589 -3.92366 -1.45571 -0.13 0.99 -0.55 0.09
H 5.21202 -2.08726 -0.31058 0.19 -0.38 0.21 0.41
H -1.13652 6.22244 0.34072 0.19 0.33 -0.06 0.35
H -3.00744 -4.19996 1.17602 0.63 0.24 0.07 0.29
H -2.84998 4.93168 0.83211 0.18 -0.07 0.53 0.35
H -3.06067 -1.55752 -3.64416 -0.16 -0.28 -0.45 -0.20
H 5.01613 -4.89689 -0.11447 -0.04 0.23 -0.18 0.33
H -1.17047 -4.34908 -0.37200 0.02 -0.04 0.90 0.28
H -0.94470 -0.04034 -1.53345 0.28 0.42 0.21 -0.33
H -2.96791 -2.94360 -1.46861 0.20 0.96 -0.67 0.19
H 1.87695 -0.60447 2.71205 -0.13 0.20 -0.13 0.10
H 1.95996 -2.34299 -3.59622 0.53 0.58 -1.56 0.33
H 0.06632 3.56559 4.84686 0.05 0.26 -0.66 0.27
H -2.52443 3.90185 -0.49120 0.10 0.43 -0.83 0.29
H -2.29711 1.98551 -2.95973 -0.47 0.15 0.05 0.02
H -3.05169 1.15561 -5.80810 -0.01 -0.02 0.03 0.35
H -1.97066 5.08070 -4.30457 0.55 0.51 0.15 0.20
H 1.53362 0.24528 -4.44640 -0.46 0.33 0.07 0.41
H -1.98731 -1.11616 3.11212 -0.03 0.18 0.25 0.09
H -3.20139 -4.39799 -2.42311 -0.30 0.50 -0.39 0.44
H -3.92439 -0.96151 -5.15927 -0.16 -0.33 0.12 0.45
H 2.19349 1.83411 5.94795 0.76 0.14 0.21 0.22
H 0.19859 -1.43779 -0.65631 0.21 -0.07 0.24 0.15
H -0.23457 2.01184 5.43864 0.55 -0.31 0.79 0.29
H -0.68626 -3.19543 -2.39183 0.47 0.18 0.13 0.20
H -3.05446 3.58645 -3.03649 -0.12 -0.62 0.12 0.23
H 0.02891 2.06395 3.02484 -0.29 0.03 0.03 0.11
H 3.18349 -1.86774 0.52991 0.05 -0.02 0.87 0.20
H 4.66657 -3.99136 -1.94088 -0.39 -0.05 -0.79 0.39
H -1.28136 -0.99929 -5.23188 -0.05 0.30 -0.47 0.30
H -2.52655 -0.69612 4.77054 0.65 0.84 -0.91 0.12
H 3.06128 -1.22320 3.83481 -0.24 1.44 1.08 0.40
H -4.15368 1.05976 -3.81943 0.04 -0.22 -0.58 0.34
H 2.77877 0.35247 -1.98727 0.08 -0.08 0.16 0.31
```
Forces are in eV/Å.

Its SMILES is NC(N)=O.NC(N)=O.NC(N)=O.OCCO.OCCO.OCCO.OCCO.OCCO.OCCO.OCCO. Its energy above the lowest of the compared OMol25 structures with the same formula, charge and spin is 453.3 kJ/mol. The lowest unoccupied orbital energy comes out at 0.307 eV. The value obtained for the molar mass is 614.6 g/mol. The gap between HOMO and LUMO is 9.8822 eV.